Formula: C2H5N3O2
Source: the Open Molecules 2025 dataset
Level of theory: ωB97M-V/def2-TZVPD

Output
Energy relative to the best compared isomer or geometry (same formula, charge and spin), kJ/mol: 745.8
2S+1: 1
E_LUMO (alpha / beta), eV: 0.543 / 0.543
Total energy, eV: -10714.0805

Each line ends with the natural charge from an NBO analysis.
Positions of all 12 atoms, in Å:
C (0.401, -0.103, -0.309)  -0.221
C (-0.641, -0.136, 0.842)  -0.264
N (0.966, 1.133, -0.035)  -0.469
N (-0.950, 1.282, 1.117)  0.211
N (0.111, 1.971, 0.709)  0.406
O (-1.823, 1.687, 1.918)  -0.492
O (0.281, 3.171, 0.846)  -0.422
H (1.137, -0.818, -0.328)  0.216
H (-0.268, -0.116, -1.224)  0.170
H (-1.680, -0.587, 0.836)  0.248
H (-0.045, -0.528, 1.580)  0.202
H (1.668, 1.529, -0.648)  0.415

---

Formula: C4HMgNaO4
Source: the Open Molecules 2025 dataset
Level of theory: ωB97M-V/def2-TZVPD

Output
Net charge: +1
2S+1: 2
E_LUMO (alpha / beta), eV: -4.697 / -4.883
Total energy, eV: -22204.3271

Each line ends with the Löwdin spin population.
Positions of all 11 atoms, in Å:
O (0.677, -1.050, 3.555)  0.001
C (0.552, -1.780, 4.410)  0.000
C (1.104, -0.470, -1.295)  0.006
C (1.288, 0.724, -1.664)  0.001
H (1.939, 1.584, -1.723)  0.000
Na (1.263, 0.329, 1.430)  0.030
O (-1.156, 0.777, -1.943)  0.068
C (-1.114, -0.202, -1.137)  0.047
O (-1.249, 0.090, 0.081)  0.141
O (-0.117, -1.064, -1.455)  0.008
Mg (-3.188, 1.062, -0.257)  0.697

---

Formula: C3H6Cl2OS
Source: the Open Molecules 2025 dataset
Level of theory: ωB97M-V/def2-TZVPD

Output
Energy relative to the best compared isomer or geometry (same formula, charge and spin), kJ/mol: 236.6
2S+1: 1
E_LUMO (alpha / beta), eV: 0.077 / -0.453
Total energy, eV: -41132.0587

Each line ends with the natural charge from an NBO analysis.
Positions of all 13 atoms, in Å:
C (2.049, -0.320, -0.597)  -0.389
C (-1.002, 0.823, -0.577)  -0.467
C (-0.606, -0.248, 0.368)  0.125
O (-0.290, 0.037, 1.671)  -0.687
S (-1.254, -1.766, -0.081)  0.069
Cl (2.338, 0.962, 0.627)  -0.064
Cl (-2.762, 1.121, -0.298)  -0.102
H (1.755, -1.276, -0.165)  0.195
H (1.659, -0.025, -1.637)  0.203
H (-0.587, 1.770, -0.209)  0.238
H (-0.948, 0.507, -1.616)  0.245
H (0.296, 0.890, 1.622)  0.493
H (-0.648, -2.475, 0.892)  0.142

---

Formula: C17H21N3O6S
Source: the Open Molecules 2025 dataset
Level of theory: ωB97M-V/def2-TZVPD

Output
Energy relative to the best compared isomer or geometry (same formula, charge and spin), kJ/mol: 99.6
2S+1: 1
E_LUMO, eV: 0.297
Total energy, eV: -45561.8462
SMILES: CCOC(=O)[C@H]1CCCN(S(=O)(=O)c2cc3[nH]c(=O)c(=O)[nH]c3cc2C)C1

Each line ends with the natural charge from an NBO analysis.
Positions of all 48 atoms, in Å:
C (-1.158, -2.348, -1.443)  -0.637
C (-0.937, -2.917, -0.050)  -0.077
H (-1.661, -2.496, 0.655)  0.205
H (-1.010, -4.006, -0.053)  0.193
O (0.384, -2.625, 0.415)  -0.513
C (0.551, -1.533, 1.160)  0.815
O (-0.346, -0.796, 1.479)  -0.622
C (1.993, -1.370, 1.618)  -0.325
C (2.291, 0.105, 1.924)  -0.213
N (2.371, 0.862, 0.704)  -0.716
S (1.651, 2.347, 0.590)  2.355
O (1.501, 2.883, 1.910)  -0.939
O (2.374, 3.114, -0.385)  -0.941
C (0.007, 1.933, -0.010)  -0.337
C (-0.954, 1.840, 0.976)  -0.181
C (-2.237, 1.411, 0.669)  0.187
C (-2.550, 1.107, -0.662)  0.116
C (-1.579, 1.240, -1.648)  -0.200
C (-0.283, 1.638, -1.341)  0.003
C (0.738, 1.721, -2.429)  -0.655
H (0.264, 1.967, -3.376)  0.220
H (1.243, 0.761, -2.545)  0.216
H (1.484, 2.472, -2.190)  0.262
H (-1.838, 1.015, -2.673)  0.210
N (-3.826, 0.668, -0.947)  -0.575
C (-4.828, 0.466, -0.035)  0.570
O (-5.911, 0.056, -0.377)  -0.539
C (-4.479, 0.783, 1.412)  0.566
O (-5.266, 0.635, 2.317)  -0.540
N (-3.215, 1.256, 1.627)  -0.585
H (-2.963, 1.447, 2.590)  0.423
H (-4.058, 0.459, -1.912)  0.419
H (-0.681, 2.093, 1.987)  0.248
C (3.361, 0.406, -0.235)  -0.217
C (3.048, -1.035, -0.638)  -0.411
C (3.010, -1.915, 0.609)  -0.399
H (3.996, -1.916, 1.078)  0.206
H (2.756, -2.941, 0.343)  0.232
H (2.078, -1.072, -1.136)  0.201
H (3.808, -1.398, -1.332)  0.219
H (4.361, 0.449, 0.223)  0.184
H (3.344, 1.086, -1.084)  0.238
H (3.239, 0.173, 2.476)  0.194
H (1.500, 0.543, 2.531)  0.249
H (2.069, -1.939, 2.552)  0.244
H (-0.438, -2.771, -2.140)  0.212
H (-1.043, -1.266, -1.424)  0.218
H (-2.161, -2.593, -1.779)  0.220

---

Formula: C34H46Li2O18S
Source: the Open Molecules 2025 dataset
Level of theory: ωB97M-V/def2-TZVPD

Output
Energy relative to the best compared isomer or geometry (same formula, charge and spin), kJ/mol: 482.9
2S+1: 1
E_LUMO, eV: -1.814
Total energy, eV: -84093.1338

Each line ends with the Mulliken charge.
Positions of all 101 atoms, in Å:
Li (21.775, 32.626, 35.533)  0.803
Li (22.885, 36.963, 38.783)  0.776
S (22.463, 33.972, 37.700)  1.266
O (23.271, 33.478, 36.574)  -0.204
O (21.145, 33.328, 37.289)  -0.413
O (22.989, 33.262, 38.830)  -0.995
O (22.383, 35.395, 37.865)  -0.415
C (24.273, 30.083, 38.893)  -0.438
O (23.926, 31.193, 39.842)  -0.643
H (24.489, 29.113, 39.246)  0.632
H (25.110, 30.405, 38.364)  0.176
H (23.554, 30.102, 37.982)  -0.182
H (23.410, 32.038, 39.560)  0.372
C (19.468, 32.229, 34.290)  -0.590
O (20.206, 31.401, 35.145)  -0.261
H (18.558, 31.766, 33.920)  0.416
H (19.976, 32.694, 33.347)  0.135
H (19.282, 33.192, 34.949)  0.160
H (19.520, 31.010, 35.774)  0.191
C (22.014, 35.158, 33.612)  -0.704
O (22.461, 33.925, 34.041)  -0.238
H (20.961, 35.387, 34.106)  0.146
H (22.017, 35.068, 32.469)  0.230
H (22.688, 35.888, 33.877)  0.381
H (23.330, 33.735, 33.972)  0.141
C (26.695, 32.793, 39.185)  -0.689
O (25.607, 33.376, 38.558)  -0.158
H (26.671, 31.803, 39.422)  0.305
H (27.185, 33.407, 40.033)  0.165
H (27.345, 33.029, 38.201)  0.205
H (24.744, 33.153, 38.824)  0.426
C (18.475, 37.139, 39.576)  -0.497
C (19.489, 36.753, 38.708)  0.252
C (19.269, 36.856, 37.346)  0.823
C (17.949, 37.228, 36.819)  -1.092
C (16.899, 37.345, 37.816)  -0.501
C (17.178, 37.403, 39.221)  0.569
O (16.093, 37.628, 40.100)  -0.591
O (20.329, 36.764, 36.552)  -0.563
H (18.870, 37.008, 40.674)  0.190
H (20.465, 36.422, 39.097)  -0.274
H (17.782, 37.368, 35.835)  0.565
H (15.936, 37.317, 37.503)  0.392
H (15.192, 37.936, 39.582)  0.343
H (21.114, 36.045, 36.842)  0.253
C (21.259, 32.544, 41.558)  -0.258
C (20.495, 31.958, 42.641)  -1.014
C (21.040, 31.889, 43.954)  0.982
C (22.158, 32.602, 44.243)  -0.683
C (22.689, 33.500, 43.338)  -0.528
C (22.300, 33.452, 42.013)  0.523
O (23.077, 34.103, 41.139)  -0.715
O (20.362, 31.298, 45.066)  -0.582
H (21.080, 32.394, 40.640)  0.702
H (19.802, 31.130, 42.477)  0.332
H (22.607, 32.713, 45.253)  0.138
H (23.716, 33.854, 43.669)  0.210
H (23.053, 33.930, 40.156)  0.290
H (20.883, 31.537, 45.958)  0.322
C (23.683, 28.857, 34.678)  -0.702
C (24.543, 27.768, 34.368)  -0.505
C (25.950, 27.925, 34.459)  0.811
C (26.531, 29.052, 34.830)  -1.082
C (25.608, 30.207, 35.136)  0.335
C (24.228, 30.015, 35.197)  0.256
O (23.536, 30.952, 35.676)  0.461
O (26.659, 26.982, 33.939)  -0.505
H (22.509, 28.382, 34.711)  0.116
H (24.122, 26.934, 33.826)  0.248
H (27.530, 29.294, 34.985)  0.519
H (26.250, 31.183, 35.300)  0.143
H (23.817, 31.644, 36.111)  -0.282
H (26.186, 26.224, 33.708)  0.276
C (28.043, 35.914, 34.200)  -0.604
C (26.961, 34.868, 34.027)  -1.238
C (25.858, 34.861, 34.937)  0.501
C (25.732, 35.964, 35.831)  -0.767
C (26.784, 36.916, 35.995)  -0.616
C (27.964, 36.876, 35.126)  0.198
O (28.976, 37.740, 35.379)  -0.574
O (25.248, 33.790, 35.018)  -0.337
H (28.832, 35.892, 33.500)  0.449
H (26.867, 34.102, 33.443)  0.826
H (25.043, 36.090, 36.463)  1.088
H (26.739, 37.420, 36.825)  0.561
H (29.368, 37.398, 36.207)  0.354
H (24.691, 33.734, 35.748)  -0.054
C (18.479, 29.593, 37.991)  -0.233
C (18.830, 28.227, 38.056)  -0.946
C (20.057, 27.852, 38.468)  0.820
C (21.016, 28.815, 38.770)  -0.917
C (20.766, 30.166, 38.593)  1.071
C (19.503, 30.641, 38.314)  -0.576
O (19.221, 31.999, 38.019)  -0.755
O (20.422, 26.498, 38.704)  -0.579
H (17.447, 29.921, 37.516)  0.279
H (18.124, 27.709, 37.614)  0.493
H (21.946, 28.568, 39.252)  0.483
H (21.538, 30.946, 38.766)  -0.177
H (20.086, 32.764, 37.757)  0.267
H (19.643, 25.852, 38.556)  0.315

---

Formula: C2H3MnO2
Source: the Open Molecules 2025 dataset
Level of theory: ωB97M-V/def2-TZVPD

Output
Energy relative to the best compared isomer or geometry (same formula, charge and spin), kJ/mol: 302.3
Net charge: +2
2S+1: 7
E_LUMO (alpha / beta), eV: -13.014 / -13.374
Total energy, eV: -37511.5222

Each line ends with the Löwdin spin population.
Positions of all 8 atoms, in Å:
H (1.417, 0.793, 0.346)  0.004
C (-0.184, -1.248, -0.529)  0.529
O (-0.610, -1.413, -1.629)  0.214
O (-0.544, -0.108, 0.092)  0.163
C (0.552, 0.419, 0.897)  0.090
H (0.119, 1.322, 1.336)  0.004
H (1.035, -0.759, 0.832)  0.019
Mn (-1.786, 0.994, -1.345)  4.977